Record 1
DFT (ωB97M-V with the def2-TZVPD basis set) results for a 2-piece molecular cluster, C3H6F2S overall.

Geometry as XYZ:
```
12
Properties=species:S:1:pos:R:3:forces:R:3
C -0.712489 -0.505054 0.118731 2.11 2.78 -0.08
C 1.294418 1.118295 -0.235295 0.99 -0.56 0.86
C 0.763703 -0.264101 -0.065460 0.11 -0.16 -3.14
F 1.324703 1.752204 0.989582 -0.02 0.25 0.82
F 0.965024 -0.156385 -2.119682 -0.36 -0.51 2.01
S 1.856937 -1.493288 0.351355 1.08 0.80 -0.17
H -0.960566 0.126689 0.952364 -0.39 -0.43 1.12
H -1.350038 -0.122597 -0.632346 0.03 0.75 -1.42
H -0.889494 -1.497757 0.118120 -0.84 -3.26 0.97
H 0.652066 1.616483 -0.866086 -1.35 1.34 -1.31
H 2.292936 1.120046 -0.652100 0.10 -0.08 -0.04
H 3.036401 -0.747697 0.076004 -1.47 -0.94 0.37
```
Positions in Å, forces in eV/Å.

- molecular weight (g mol⁻¹) = 112.1
- charge = 0
- energy above the lowest of the compared OMol25 structures with the same formula, charge and spin (eV) = 2.405

***

Record 2
DFT (ωB97M-V with the def2-TZVPD basis set) results for C26H15Cl2N8O11Tl as an isolated structure.

Geometry as XYZ:
```
63
Properties=species:S:1:pos:R:3:forces:R:3
Tl 0.185391 0.111730 -0.041625 -0.18 0.05 0.10
Cl -1.259508 6.962670 0.180557 0.00 0.01 0.00
C -0.722259 5.378978 0.673796 -0.01 0.03 -0.02
C -0.348502 4.471430 -0.306085 -0.01 0.02 -0.01
C 0.108813 3.209555 0.049688 0.00 -0.01 0.06
N 0.536831 2.236323 -0.834843 -0.06 -0.08 -0.07
C 1.051579 2.490679 -2.028043 0.10 -0.04 -0.04
O 1.047839 3.539207 -2.680467 0.00 0.06 0.00
C 1.880339 1.329110 -2.556744 -0.04 0.01 -0.01
C 2.602552 1.493721 -3.728247 0.00 -0.02 0.00
C 3.489958 0.498776 -4.103448 0.00 0.01 -0.02
C 3.620755 -0.623129 -3.304606 -0.03 -0.02 0.01
C 2.822068 -0.730734 -2.176001 0.00 -0.07 -0.02
N 1.979646 0.227977 -1.812153 0.10 0.07 0.04
C 0.178590 2.844106 1.417725 -0.01 0.00 0.01
C -0.205087 3.768435 2.381397 -0.01 0.02 -0.02
C -0.650793 5.027426 2.008227 0.01 0.01 0.03
Cl -1.098576 6.152261 3.262666 0.00 0.00 0.00
N 0.559857 1.533453 1.703060 -0.03 0.02 -0.06
C 0.874103 1.126042 2.928996 0.11 -0.06 0.06
O 1.177192 1.802975 3.915699 0.02 0.06 0.04
C 0.833010 -0.376003 3.106293 -0.18 0.04 0.02
C 1.497003 -0.961322 4.174206 -0.06 0.02 0.04
C 1.376810 -2.327474 4.351549 0.03 -0.04 0.03
C 0.588802 -3.052874 3.473431 -0.03 0.02 -0.01
C -0.044072 -2.383356 2.439229 -0.18 0.00 0.07
N 0.074345 -1.070224 2.261323 0.35 -0.04 -0.05
H -0.390465 4.745032 -1.348117 -0.01 0.00 0.01
H 2.464784 2.407121 -4.286991 0.00 0.01 -0.01
H 4.076506 0.601290 -5.009208 0.01 0.00 0.00
H 4.295909 -1.427515 -3.559761 0.03 -0.01 -0.01
H 2.830800 -1.605633 -1.543357 0.01 -0.02 -0.01
H -0.146557 3.509201 3.425121 -0.01 0.01 0.00
H 2.067446 -0.329458 4.838388 0.02 0.02 -0.01
H 1.892530 -2.821630 5.166818 0.01 -0.01 0.00
H 0.477390 -4.125093 3.551562 -0.01 -0.01 0.03
H -0.631759 -2.926322 1.715423 0.04 0.01 0.03
O -2.572127 -1.848889 -2.563165 -0.11 -0.14 -0.07
C -2.256713 -0.861932 -1.910871 -0.08 0.20 -0.01
O -1.043573 -0.425957 -1.823979 0.07 -0.02 0.05
C -3.335699 -0.020699 -1.268470 -0.03 -0.02 0.05
C -4.564817 -0.031622 -1.871881 0.06 0.02 0.01
C -5.603941 0.777930 -1.403089 -0.01 -0.01 0.01
C -5.414819 1.594972 -0.303113 0.02 0.00 0.02
C -4.203041 1.575983 0.342718 -0.21 -0.10 0.14
C -3.083351 0.774954 -0.085566 -0.02 -0.10 -0.13
O -1.992474 0.779152 0.533588 0.14 -0.03 0.08
N -4.105836 2.417374 1.533946 0.57 0.20 -0.32
O -4.767016 3.447182 1.547156 -0.27 0.06 0.10
O -3.351541 2.087758 2.422622 -0.18 -0.12 0.16
N -6.882035 0.768328 -2.060834 0.13 0.06 -0.03
O -7.025460 0.057825 -3.046499 -0.07 -0.05 -0.03
O -7.774745 1.478987 -1.615505 -0.12 0.01 0.02
H -4.715207 -0.673337 -2.728078 0.00 0.00 0.01
H -6.207648 2.233673 0.056772 0.03 -0.02 -0.01
N 0.615573 -2.448887 -2.955361 -0.29 0.04 -0.04
N 0.427951 -3.465237 -1.967952 -0.11 -0.13 -0.29
C 0.482524 -3.171146 -0.614695 0.33 -0.14 -0.07
O 0.167381 -4.085465 0.154860 -0.21 -0.14 0.03
O 0.956799 -2.024366 -0.261546 0.05 0.38 0.03
H -0.090577 -1.717826 -2.790659 0.18 -0.17 -0.05
H 0.361238 -2.885374 -3.838008 0.15 0.03 0.13
H -0.308132 -4.133615 -2.154132 0.00 0.15 0.03
```
Positions in Å, forces in eV/Å.

- molecular weight (g mol⁻¹) = 890.7
- charge = -2
- energy above the lowest of the compared OMol25 structures with the same formula, charge and spin (eV) = 0.835

***

Record 3
DFT (ωB97M-V with the def2-TZVPD basis set) results for C23H61N6O14Zn as an isolated structure.

Geometry as XYZ:
```
105
Properties=species:S:1:pos:R:3:forces:R:3
C 21.269460 -20.120020 -19.268060 -0.13 0.24 -0.05
N 21.170470 -18.621060 -19.601290 -0.95 -2.04 -1.55
C 21.095640 -17.895070 -18.331010 -0.39 0.90 1.42
C 22.398500 -18.133750 -20.343010 0.17 0.29 1.23
C 19.996570 -18.380680 -20.574540 -0.01 1.17 1.00
C 18.585290 -18.824290 -20.126730 0.90 0.29 -0.30
O 18.371220 -18.729870 -18.686370 0.16 -0.92 -2.03
H 22.059740 -20.231060 -18.525610 0.34 -0.10 -0.52
H 21.372170 -20.702570 -20.183580 0.60 0.26 0.03
H 20.389750 -20.544020 -18.783870 -0.40 0.82 -0.02
H 22.070720 -17.866030 -17.844740 0.09 -0.10 -0.30
H 20.396090 -18.335060 -17.620280 0.11 -0.38 -0.45
H 20.750420 -16.867420 -18.444370 0.20 0.02 -0.49
H 22.653650 -18.550660 -21.317280 -0.77 -0.39 0.15
H 23.204060 -18.364720 -19.646010 0.26 0.40 -0.27
H 22.206850 -17.064100 -20.428050 0.56 0.02 -0.12
H 20.299620 -18.766940 -21.547720 -0.14 -0.39 0.19
H 19.941820 -17.300640 -20.710920 0.45 0.16 0.17
H 18.444900 -19.775280 -20.640570 -0.43 -0.78 1.48
H 17.932700 -18.207760 -20.744900 -0.35 0.42 0.52
H 18.197830 -17.814450 -18.455010 -0.27 0.24 -0.16
Zn 16.969920 -13.647510 -14.995610 -0.14 0.46 -2.12
O 17.336040 -11.762580 -17.175120 0.04 -1.24 -2.77
C 17.511350 -12.250700 -18.519720 1.10 2.13 4.04
C 16.677380 -13.614260 -18.836960 -1.51 -3.37 2.46
O 16.457490 -14.520600 -17.738520 0.81 2.23 -1.83
H 18.588810 -12.339530 -18.658550 0.23 -1.22 0.09
H 17.303330 -11.450340 -19.229820 -1.36 -0.23 -0.20
H 17.137340 -14.237550 -19.603790 1.01 0.55 -0.14
H 15.710190 -13.339720 -19.257990 -0.21 0.71 0.47
C 22.309870 -12.908600 -22.911440 2.32 0.09 -0.32
C 22.275920 -12.792360 -21.431040 -1.42 -0.88 1.79
O 23.384400 -13.282980 -20.618060 -0.15 0.60 -1.59
O 22.022990 -14.244200 -23.284580 -0.61 -0.07 -0.07
H 23.316710 -12.684120 -23.263560 0.34 0.16 -0.01
H 21.710130 -12.119420 -23.364880 -0.69 -0.36 0.04
H 21.445300 -13.448970 -21.172150 -0.47 -0.11 0.12
H 21.891610 -11.808730 -21.161070 0.77 0.36 0.24
H 23.128300 -13.242190 -19.693750 -0.16 0.20 0.00
H 22.103750 -14.312050 -24.238770 0.03 -0.06 -0.09
C 14.923760 -7.296940 -16.213820 -1.26 -0.07 0.43
C 13.680950 -7.989080 -16.809160 0.86 -0.19 0.64
O 13.842410 -9.415690 -16.635820 -0.98 0.05 -0.32
O 16.069810 -7.567230 -16.962210 0.37 -0.29 -0.45
H 15.035020 -7.762390 -15.234500 -0.02 0.30 0.44
H 14.844450 -6.216680 -16.091930 -0.22 -0.07 -0.16
H 13.517300 -7.698850 -17.846980 0.25 -0.29 -0.25
H 12.762310 -7.745570 -16.275390 0.15 0.12 0.20
H 14.738510 -9.755560 -16.580190 0.15 0.42 -0.22
H 16.168570 -8.515720 -16.851750 0.72 -0.09 -0.40
C 22.152140 -10.463430 -15.422190 0.12 -1.00 -0.69
C 23.075670 -11.744180 -15.564050 0.45 2.66 0.79
O 22.498010 -12.856750 -16.153730 -1.03 -0.47 -0.13
O 21.850790 -9.905270 -16.678750 -0.14 0.12 -0.48
H 22.556460 -9.651310 -14.817960 0.57 -0.36 0.06
H 21.197540 -10.714950 -14.960050 -0.07 -0.43 0.46
H 23.427070 -11.926050 -14.548400 0.25 -0.42 0.13
H 23.923470 -11.491180 -16.200700 0.04 0.20 0.18
H 21.725380 -13.034150 -15.612270 -0.26 -0.44 -0.10
H 21.097820 -10.395640 -17.016650 0.02 0.11 -0.28
O 12.571550 -18.206360 -14.268020 -1.30 0.24 -1.22
C 13.508910 -18.519230 -13.583600 -3.35 0.10 1.81
N 14.715300 -18.501060 -13.991620 6.01 0.42 -2.17
C 13.349130 -18.957980 -12.173510 -0.64 1.00 0.09
H 14.946160 -18.246820 -14.941440 -0.46 0.07 0.02
H 15.495240 -18.364730 -13.364550 -0.30 -0.46 0.16
H 13.708590 -18.143470 -11.544650 0.58 -0.24 0.27
H 13.898750 -19.891970 -12.056520 -0.56 -0.01 0.63
H 12.271430 -18.874040 -12.033500 0.05 -1.11 0.39
O 10.493650 -12.648020 -24.890320 0.71 0.78 -1.52
C 10.390680 -12.650820 -23.690210 0.35 -0.18 -0.79
N 9.683110 -13.610960 -23.126200 -0.73 -0.67 2.42
C 11.048940 -11.637090 -22.787050 0.05 0.39 -1.04
H 9.514930 -13.444330 -22.144330 -0.53 -0.81 -0.04
H 9.161480 -14.280980 -23.673070 0.07 0.29 0.16
H 10.277130 -11.073410 -22.262960 0.23 -0.05 0.34
H 11.523650 -10.987550 -23.522480 0.12 0.28 0.37
H 11.824770 -12.059330 -22.148360 -0.31 -0.05 0.20
O 11.356140 -18.706140 -20.054310 0.30 0.83 0.27
C 12.275910 -17.889820 -20.050320 -1.28 -2.39 -3.50
N 12.828830 -17.477570 -18.944590 1.50 1.44 3.26
C 12.836770 -17.451860 -21.433930 0.59 0.17 1.98
H 12.403740 -17.706890 -18.057570 -0.28 -0.39 -0.23
H 13.667080 -16.931600 -18.805460 -0.22 0.07 -0.82
H 13.626470 -16.719810 -21.264850 -0.36 0.74 -0.28
H 11.960370 -17.101190 -21.978960 0.54 -0.06 -0.38
H 13.418750 -18.261200 -21.874790 -0.80 -0.37 -0.24
O 8.599110 -13.059240 -18.810830 3.22 2.69 1.79
C 9.484010 -12.317370 -18.208750 -6.95 -1.56 -1.18
N 10.710820 -12.708580 -18.094640 2.80 -0.43 0.14
C 9.048510 -11.007540 -17.521310 0.95 0.09 -0.52
H 10.956610 -13.579340 -18.543480 0.07 0.15 0.08
H 11.422610 -12.116540 -17.690980 -0.10 -0.23 -0.06
H 8.884280 -10.276150 -18.312640 -0.03 0.04 -0.05
H 9.853900 -10.623120 -16.895490 0.10 0.06 0.02
H 8.147800 -11.001060 -16.907490 0.01 -0.77 -0.30
O 16.388860 -5.149800 -22.714930 -0.01 -0.13 -0.36
C 16.089720 -5.793000 -21.724540 1.34 -0.20 -2.88
N 15.754400 -5.193260 -20.603310 -1.14 -0.67 2.68
C 16.233950 -7.322120 -21.720820 0.46 0.57 0.35
H 15.583750 -4.204490 -20.487910 0.14 -0.25 -0.45
H 15.374220 -5.837360 -19.924560 0.05 0.61 0.44
H 17.262270 -7.555550 -21.444860 0.10 0.21 0.52
H 16.219000 -7.736780 -22.728760 -0.85 0.22 0.08
H 15.568550 -7.768170 -20.981640 -0.06 -0.38 -0.34
```
Positions in Å, forces in eV/Å.

- molecular weight (g mol⁻¹) = 711.2
- charge = +1
- energy above the lowest of the compared OMol25 structures with the same formula, charge and spin (eV) = 10.876

***

It is found that the E_tot values, taken in the order of the records, are -715.7336, -3358.3884, -4073.5659 Ha.
It is found that the highest occupied orbital energy values, taken in the order of the records, are -10.2536, -2.7767, -10.6156 eV.
It is found that the lowest unoccupied orbital energy values, taken in the order of the records, are -0.5, 4.2, -6.5 eV.